Below is a 2-piece molecular cluster, C2H9N2S2 overall in a non-equilibrium geometry, with properties calculated with wB97M-V/def2-TZVPD.

Values from the calculation:
Kohn-Sham gap (alpha / beta) = 0.3045 / 0.2824 hartree
Total charge = +2
2S+1 = 2
Highest occupied orbital energy (alpha / beta) = -0.690 / -0.708 Eh
ΔE to the lowest compared entry with this formula, charge and spin = 180.5 kJ/mol

Positions of all 15 atoms, in Å:
C -2.03 1.87 1.41
S -0.11 1.69 1.37
S 1.63 0.64 1.60
H -2.49 1.03 0.91
H -2.16 2.83 0.91
H -2.26 1.97 2.47
H 1.08 -0.21 2.50
N 0.39 -1.96 -0.52
C 0.88 -1.48 -1.66
N 1.17 -0.26 -2.01
H 0.43 -1.48 0.36
H -0.09 -2.84 -0.71
H 1.08 -2.26 -2.38
H 1.40 0.02 -2.95
H 1.08 0.44 -1.29

Results of the natural (NBO) charge analysis, in e, for atoms 1 through 2: number 1, C, carries -0.541; number 2, S, carries 0.294